(1)
{
  "formula": "C12H30Br2FN7O3P",
  "method": "the ωB97M-V functional and the def2-TZVPD basis",
  "species": ["C", "C", "Br", "C", "Br", "N", "C", "C", "N", "N", "N", "C", "N", "N", "C", "C", "O", "F", "P", "O", "H", "H", "H", "H", "H", "H", "H", "H", "H", "H", "H", "H", "H", "H", "H", "H", "H", "H", "H", "C", "C", "C", "O", "C", "N", "H", "H", "H", "H", "H", "H", "H", "H", "H", "H", "H"],
  "positions_angstrom": [[3.614008, -4.207573, 3.052022], [3.862976, -2.683735, 2.501476], [4.530989, -2.796857, 0.639086], [2.633428, -1.690138, 2.753043], [3.450131, 0.132714, 3.084789], [1.576870, -1.596092, 1.740796], [1.058257, -2.841670, 1.147581], [-0.303987, -3.306652, 1.935633], [-0.776415, -4.558043, 1.256225], [-0.094699, -3.534979, 3.389377], [-1.378968, -2.242118, 1.820381], [1.607547, -0.428283, 0.876982], [2.529375, -0.242298, -0.109212], [0.596188, 0.655641, 0.950387], [-0.028843, 0.746800, 2.302101], [-0.109889, 2.341061, 2.642189], [0.318638, 3.221190, 1.848257], [-0.628932, 2.811249, 3.887555], [-0.603976, 0.513276, -0.344539], [-1.844459, 1.413272, -0.103866], [4.652653, -4.554345, 3.437886], [3.328447, -4.910153, 2.196853], [2.917922, -4.243864, 3.959006], [4.746296, -2.290499, 3.141616], [2.155748, -1.976717, 3.770199], [0.689825, -2.596482, 0.070309], [1.775479, -3.721477, 1.038554], [-1.792964, -4.435945, 1.076866], [-0.345020, -4.554654, 0.304144], [0.794367, -4.028688, 3.545131], [-0.172930, -2.672233, 3.945712], [-2.107459, -2.505343, 2.506716], [-1.763058, -2.238124, 0.858419], [2.729189, -1.002195, -0.792957], [2.940676, 0.700845, -0.171483], [0.568634, 0.285271, 3.156440], [-1.114633, 0.392566, 2.248905], [-0.982621, -0.867308, -0.578306], [0.052721, 0.936001, -1.566485], [-2.234297, 5.290371, -3.764557], [-1.787866, 4.032175, -3.024555], [-1.396201, 2.863370, -3.954202], [-2.492745, 2.193781, -4.565814], [-3.061588, 2.880892, -5.669660], [-2.839095, 3.637438, -2.078204], [-3.260421, 5.224897, -4.130976], [-2.200680, 6.157108, -3.095750], [-1.576910, 5.503290, -4.612750], [-0.895473, 4.298194, -2.447181], [-0.895236, 2.102239, -3.343001], [-0.667191, 3.177824, -4.711611], [-2.304908, 3.406772, -6.260061], [-3.826668, 3.576697, -5.322351], [-3.556248, 2.149232, -6.310288], [-2.492328, 2.868036, -1.506168], [-3.593649, 3.214268, -2.620680]],
  "atomic_forces_ev_per_a": [[1.3, 0.3, -0.2], [0.3, -0.9, 2.0], [-0.3, 0.2, 0.8], [1.1, -0.6, 0.9], [-0.7, -0.8, -0.3], [0.6, 1.6, -1.3], [-2.7, -0.5, -0.9], [-0.4, 0.2, -0.5], [0.5, 1.2, -0.8], [0.2, 0.4, -1.2], [1.1, -0.6, 0.2], [-0.7, 1.2, -0.4], [-1.6, -0.4, 0.9], [2.2, -4.1, 1.3], [-1.7, 2.2, 1.5], [1.8, 4.5, -2.6], [-2.1, -4.6, 3.9], [1.0, -2.1, -2.7], [-3.7, 3.3, -1.1], [3.6, -2.8, 0.0], [-1.8, 0.4, -0.7], [0.1, 1.0, 1.4], [0.8, 0.1, -1.4], [-1.6, -0.5, -1.3], [0.8, 0.5, -1.8], [0.7, -0.4, 1.6], [-0.6, 1.4, 0.4], [1.0, -0.4, 0.4], [-0.5, -0.3, 1.0], [-0.8, 0.3, 0.1], [0.3, -0.6, -0.5], [0.4, 0.3, -0.8], [0.1, -0.3, 1.1], [0.7, 0.7, 1.4], [-0.7, -0.5, -0.7], [-0.9, 0.3, -1.6], [1.6, 0.2, 0.4], [0.7, 0.7, 0.4], [0.1, -0.6, 1.1], [0.1, 0.3, 0.0], [-0.5, -0.1, -0.1], [-0.1, 0.0, 0.1], [0.5, 0.1, 0.1], [-0.3, -0.1, 0.1], [0.2, -0.4, -0.2], [0.1, -0.1, 0.0], [0.0, -0.2, 0.0], [-0.1, 0.0, 0.0], [0.0, -0.1, 0.0], [-0.1, 0.0, 0.0], [-0.1, 0.1, -0.1], [0.0, 0.0, 0.1], [0.1, 0.2, -0.2], [0.1, -0.1, 0.1], [-0.1, 0.3, 0.1], [0.0, 0.2, 0.1]],
  "spin_multiplicity": 1,
  "charge": 1,
  "energy_ev": -181584.62788
}

=====

(2)
{
  "formula": "C12H30BrMn2N2O4",
  "method": "the ωB97M-V functional and the def2-TZVPD basis",
  "species": ["Mn", "Mn", "Br", "C", "O", "C", "C", "N", "C", "C", "O", "C", "H", "H", "H", "H", "H", "H", "H", "H", "H", "H", "H", "H", "H", "H", "H", "C", "O", "C", "C", "N", "C", "C", "O", "C", "H", "H", "H", "H", "H", "H", "H", "H", "H", "H", "H", "H", "H", "H", "H"],
  "positions_angstrom": [[4.282394, 0.002181, 2.842756], [1.149119, -0.128471, -1.020934], [2.101442, 0.596373, 1.383719], [-1.566591, -1.137165, 2.988644], [-1.981045, -0.427622, 1.827181], [-2.909623, 0.620579, 1.941208], [-2.303794, 1.864364, 2.467697], [-1.310121, 2.351219, 1.593790], [-1.022853, 3.774233, 1.763904], [0.074940, 4.244201, 0.826782], [-0.440589, 4.132823, -0.500129], [0.317112, 4.601830, -1.612604], [-2.452067, -1.602085, 3.422092], [-1.134762, -0.480629, 3.744006], [-0.846206, -1.903114, 2.701466], [-3.746156, 0.186883, 2.489130], [-3.295185, 0.770425, 0.932743], [-1.826918, 1.652547, 3.424682], [-3.117292, 2.567905, 2.644771], [-0.451396, 1.832949, 1.712430], [-0.789633, 3.966001, 2.811247], [-1.923040, 4.317893, 1.477192], [0.964523, 3.630128, 0.966949], [0.387286, 5.250443, 1.106114], [1.307958, 4.158588, -1.711917], [0.501033, 5.666403, -1.467813], [-0.225722, 4.496373, -2.551911], [3.713317, -2.186580, -1.519380], [2.394781, -1.861492, -1.052825], [1.621193, -2.984465, -0.633860], [0.472965, -2.551678, 0.362050], [-0.341150, -1.424060, -0.070317], [-1.387810, -1.831924, -0.979506], [-0.876737, -2.104114, -2.387122], [0.343293, -1.411334, -2.733900], [1.079262, -2.075559, -3.793903], [4.229323, -2.873789, -0.848869], [4.376210, -1.416316, -1.913554], [3.676336, -2.928890, -2.316682], [2.301286, -3.613658, -0.059670], [1.254258, -3.619272, -1.440388], [0.979728, -2.177153, 1.251447], [-0.110094, -3.382898, 0.758559], [-0.848088, -1.038313, 0.713460], [-2.184360, -1.099369, -1.109755], [-1.982118, -2.642034, -0.556861], [-1.656499, -1.893637, -3.119088], [-0.697025, -3.172511, -2.506844], [2.005326, -1.508186, -3.886592], [0.491633, -2.101659, -4.711565], [1.402157, -3.106366, -3.648033]],
  "atomic_forces_ev_per_a": [[-0.2, 0.1, -0.2], [0.1, -1.1, 0.1], [0.1, 0.1, -0.2], [-1.0, 0.2, 0.6], [1.3, -0.1, -0.8], [-1.0, -2.3, -0.6], [-1.7, -0.1, 0.4], [1.1, 2.0, 2.3], [-0.3, 0.6, -2.3], [0.3, -0.1, -0.6], [-0.5, -0.9, 0.6], [0.6, 1.2, 0.4], [0.1, -0.3, 0.2], [0.2, 0.1, 0.0], [-0.1, 0.1, 0.0], [-0.2, 0.8, 0.6], [0.1, 0.2, 0.0], [0.3, 0.0, 0.3], [0.3, 0.4, -0.1], [0.6, -0.9, -1.0], [0.0, -0.1, 0.3], [-0.2, 0.1, 0.3], [0.3, -0.3, -0.1], [-0.2, 0.3, -0.2], [0.0, -0.5, 0.2], [0.0, 0.2, -0.1], [-0.3, -0.3, 0.4], [0.7, -2.4, -0.8], [0.2, 1.0, -0.1], [-0.7, -0.8, 1.4], [1.9, 0.2, 0.5], [0.2, 0.2, -1.0], [-1.2, 0.5, -1.2], [-0.2, -1.5, -0.7], [-0.4, -0.1, 0.8], [0.5, 0.5, -0.5], [0.1, 0.8, 1.1], [-0.7, 0.6, 0.6], [-0.7, 0.3, -0.8], [-0.1, -0.2, 0.1], [0.1, 0.4, -0.4], [0.3, 0.0, 0.0], [-0.1, -0.3, -0.7], [0.1, 0.4, 0.5], [0.4, 0.8, 0.5], [0.4, -0.6, -0.3], [0.1, 0.3, 0.0], [0.3, -0.1, 0.0], [-0.2, 0.1, -0.4], [0.0, 0.5, 0.0], [-0.5, -0.2, 0.9]],
  "s2": 30.017,
  "spin_multiplicity": 11,
  "charge": 3,
  "energy_ev": -156752.08080
}

=====

(3)
{
  "formula": "C12H30ClLi2N2O4",
  "method": "the ωB97M-V functional and the def2-TZVPD basis",
  "species": ["Li", "Li", "Cl", "C", "O", "C", "C", "N", "C", "C", "O", "C", "H", "H", "H", "H", "H", "H", "H", "H", "H", "H", "H", "H", "H", "H", "H", "C", "O", "C", "C", "N", "C", "C", "O", "C", "H", "H", "H", "H", "H", "H", "H", "H", "H", "H", "H", "H", "H", "H", "H"],
  "positions_angstrom": [[-27.580600, 6.218690, 14.548260], [-25.653530, 3.778980, 14.035050], [-26.908580, 4.325990, 16.021580], [-24.926540, 2.271260, 18.050000], [-24.436130, 1.307830, 19.022220], [-25.302280, 1.319820, 20.161440], [-24.771610, 0.308270, 21.226890], [-24.834190, -1.118650, 20.864240], [-26.142940, -1.716600, 20.617480], [-25.971150, -3.188340, 20.271300], [-25.260790, -3.385000, 19.083530], [-25.052770, -4.752910, 18.765780], [-24.244670, 2.143950, 17.209190], [-24.630880, 3.262240, 18.394450], [-25.972270, 2.237060, 17.744450], [-26.344260, 1.017780, 20.055910], [-25.401600, 2.312910, 20.599640], [-25.350570, 0.417000, 22.143990], [-23.723960, 0.483690, 21.471350], [-24.341560, -1.320290, 20.005890], [-26.627210, -1.292350, 19.737940], [-26.917840, -1.623070, 21.378330], [-26.983810, -3.581940, 20.183570], [-25.491170, -3.781760, 21.049480], [-24.626440, -5.418730, 19.516130], [-24.369240, -4.767870, 17.916860], [-26.016180, -5.122640, 18.414740], [-28.019160, 9.040810, 15.610880], [-28.416120, 7.703790, 15.521810], [-29.833330, 7.413350, 15.334380], [-30.050030, 5.945810, 14.900690], [-29.268620, 5.698920, 13.665550], [-29.459540, 4.370560, 13.134320], [-30.850330, 4.238690, 12.355810], [-30.892240, 5.224100, 11.377630], [-32.160780, 5.339190, 10.694510], [-28.479130, 9.504180, 16.483700], [-28.295000, 9.615440, 14.726670], [-26.938750, 9.102390, 15.741340], [-30.258000, 8.038170, 14.548660], [-30.395960, 7.606380, 16.247780], [-31.111130, 5.788940, 14.706880], [-29.731520, 5.274740, 15.698390], [-29.652310, 6.267730, 12.924380], [-29.343030, 3.588970, 13.885080], [-28.689990, 4.164420, 12.390420], [-31.583950, 4.398740, 13.145940], [-30.883720, 3.280710, 11.836910], [-32.857450, 5.857830, 11.353110], [-32.580590, 4.371590, 10.419530], [-32.045860, 5.977850, 9.818710]],
  "atomic_forces_ev_per_a": [[-0.1, 0.1, 0.7], [-0.4, -0.1, 0.9], [0.6, 0.2, -1.5], [2.0, 0.3, 0.0], [-2.4, 0.0, 0.6], [0.7, -0.9, 0.0], [0.9, -0.6, 1.3], [-3.1, 2.4, -2.2], [0.4, -1.6, 0.7], [-0.4, -1.1, 0.0], [0.6, 1.0, 0.5], [-0.3, -0.1, -1.3], [-0.4, -0.3, -0.3], [-0.6, 0.2, 0.3], [0.1, -0.4, 0.4], [-0.2, -0.2, -1.1], [0.6, 0.1, 0.3], [-0.1, 0.1, -0.1], [0.1, 0.3, -0.2], [1.5, -0.6, -0.1], [0.5, 0.7, -0.5], [0.6, 0.3, 0.6], [-0.3, -0.1, -0.1], [0.0, 0.3, 0.5], [-0.1, 0.5, 0.6], [-0.1, 0.1, 0.1], [0.0, -0.5, 0.1], [-0.3, 1.1, 0.4], [-0.6, -2.0, -0.7], [0.0, -0.1, -0.1], [0.4, 1.0, 0.0], [0.2, 0.0, 0.6], [-1.0, -1.2, -1.7], [1.7, -0.1, 1.0], [-0.1, 0.8, -0.7], [0.2, 0.4, 0.6], [0.0, 0.1, 0.0], [-0.1, 0.0, -0.1], [-0.1, -0.3, 0.0], [0.2, 0.4, -0.1], [0.2, 0.1, 0.1], [-0.1, 0.1, 0.3], [0.1, -0.2, -0.1], [0.0, 0.7, -0.1], [-0.3, 0.1, 0.2], [0.2, 0.1, -0.2], [-0.7, -0.4, -0.3], [-0.4, -0.4, 0.6], [-0.2, -0.1, 0.1], [0.2, -0.1, -0.1], [0.3, -0.3, 0.0]],
  "relative_energy_kcal_mol": 0.0,
  "s2": 0.755,
  "spin_multiplicity": 2,
  "charge": 2,
  "energy_ev": -37018.00259
}

=====

(4)
{
  "formula": "C12H30F2KNO12P2S2",
  "method": "the ωB97M-V functional and the def2-TZVPD basis",
  "species": ["K", "N", "S", "O", "O", "F", "S", "O", "O", "F", "C", "C", "O", "P", "O", "O", "C", "C", "O", "C", "C", "H", "H", "H", "H", "H", "H", "H", "H", "H", "H", "H", "H", "H", "H", "H", "C", "C", "O", "P", "O", "O", "C", "C", "O", "C", "C", "H", "H", "H", "H", "H", "H", "H", "H", "H", "H", "H", "H", "H", "H", "H"],
  "positions_angstrom": [[0.337884, -0.505560, -0.164124], [0.209854, -3.022220, 0.792686], [0.809294, -4.394320, 0.835066], [0.579234, -5.467020, -0.130804], [1.235594, -4.891490, 2.141546], [2.240784, -3.871920, 0.242406], [-1.355626, -3.779530, 0.918446], [-1.534126, -4.551530, 2.134266], [-2.078836, -4.166550, -0.299674], [-2.238776, -2.447660, 1.317146], [-0.645036, -2.494490, 5.126666], [-0.812506, -1.444550, 3.970566], [-0.326026, -0.177740, 4.420576], [-0.609556, 1.133910, 3.531456], [-0.045666, 1.000840, 2.176286], [-2.226806, 1.239860, 3.644266], [-2.986926, 1.988880, 2.700686], [-4.427596, 1.955880, 3.262216], [0.017864, 2.373530, 4.459356], [-0.728336, 3.077190, 5.386496], [0.108804, 4.327740, 5.820096], [0.326404, -2.985930, 5.180326], [-0.699666, -1.969020, 6.080076], [-1.426016, -3.248950, 5.221426], [-0.411876, -1.854230, 3.043336], [-1.857076, -1.326980, 3.682236], [-2.725986, 3.039820, 2.825276], [-2.935086, 1.561970, 1.699106], [-4.518966, 2.221770, 4.315336], [-5.023136, 2.706310, 2.742326], [-4.841286, 0.958340, 3.114346], [-1.604596, 3.464870, 4.866916], [-0.951146, 2.358210, 6.174866], [-0.523146, 4.913450, 6.487686], [0.957394, 3.971220, 6.403966], [0.392414, 4.917600, 4.948476], [-0.418566, -1.911870, -6.978664], [0.439804, -0.723330, -6.505804], [-0.001666, -0.377910, -5.161864], [1.098494, 0.335950, -4.151644], [0.759614, 0.414690, -2.747634], [2.557134, -0.402030, -4.455724], [2.769094, -1.653170, -3.848444], [3.498804, -1.415570, -2.518884], [1.329424, 1.775640, -4.789304], [2.091474, 2.697250, -4.060064], [1.356314, 4.008130, -4.042144], [-0.106926, -2.904690, -6.654174], [-1.418976, -1.749820, -6.577404], [-0.282146, -1.836800, -8.057484], [1.482834, -1.035010, -6.560954], [0.192154, 0.068210, -7.213084], [1.841874, -2.151230, -3.565074], [3.368134, -2.315920, -4.472964], [4.518964, -1.142970, -2.789174], [3.208614, -0.502540, -1.999014], [3.451954, -2.290490, -1.870494], [2.276774, 2.518520, -3.000904], [2.970914, 2.724620, -4.703434], [0.419584, 4.150180, -3.503204], [2.036434, 4.839650, -3.857454], [0.878144, 4.268840, -4.986334]],
  "atomic_forces_ev_per_a": [[0.0, 0.3, 0.0], [-6.0, 1.0, -0.4], [10.2, -7.3, 0.9], [-1.5, 2.0, 0.9], [-1.2, 1.2, -1.4], [0.1, 0.4, 0.0], [-6.0, 1.4, 0.2], [0.8, 0.7, -1.8], [2.4, 0.8, 2.0], [1.2, 0.0, -0.4], [0.0, 1.0, 0.3], [-1.1, -2.0, 0.6], [0.3, 1.5, -0.5], [0.1, -0.3, 2.1], [-0.3, 0.6, 0.0], [2.1, -0.4, -0.1], [-1.7, 0.7, 1.7], [0.1, -0.2, -0.8], [0.5, -3.1, -3.6], [-0.1, 1.7, 0.5], [-0.9, -1.5, 0.4], [0.0, 0.0, -0.6], [-0.1, 0.4, 0.0], [0.0, 0.0, -0.7], [1.0, 0.6, 0.1], [-0.3, 0.0, 0.5], [0.6, 0.0, -0.9], [0.2, 0.3, 0.1], [0.5, -0.1, 0.0], [-0.1, -0.2, -0.3], [-0.2, 0.1, 0.1], [-0.5, -0.2, 0.5], [-0.4, 0.6, 0.5], [0.1, 0.2, -0.1], [0.2, 0.3, -0.2], [0.1, -0.1, 0.1], [0.6, 0.6, 0.4], [-1.0, -1.5, -0.2], [2.3, 1.1, 1.6], [1.0, -0.7, -3.5], [-0.8, -0.7, 1.5], [-2.2, 1.5, -0.6], [0.1, -0.5, 2.3], [0.9, 0.3, -0.6], [-1.5, -2.5, 0.1], [0.2, 1.8, -0.2], [-0.8, 1.6, -1.4], [0.3, 0.2, 0.2], [-0.2, 0.0, -0.7], [-0.8, -0.4, -0.1], [0.1, 0.6, 0.3], [0.4, 0.5, 0.5], [-0.3, -0.1, -0.6], [-0.2, 0.3, -0.3], [0.4, -0.5, 0.2], [-0.8, -0.2, 0.0], [0.2, 0.1, 0.0], [0.3, -1.1, -0.2], [0.6, 0.7, 0.8], [0.5, -0.7, 1.3], [0.0, 0.0, 0.4], [0.7, -0.3, -0.9]],
  "relative_energy_kcal_mol": 96.8,
  "spin_multiplicity": 1,
  "charge": 0,
  "energy_ev": -101002.04380
}

=====

Question: Number 3 is which compound?
Answer: C12H30ClLi2N2O4

=====

Question: Which of these has the lowest charge?
Answer: C12H30F2KNO12P2S2

=====

Question: The lowest charge belongs to which entry?
Answer: C12H30F2KNO12P2S2